Here is a 3-piece molecular cluster, C15H28IN3O3PS overall at a distorted geometry from OMol25. Energies are from wB97M-V/def2-TZVPD.

Structure (XYZ):
```
52
Properties=species:S:1:pos:R:3:forces:R:3
C 1.343268 4.747647 -2.408557 1.387 -1.463 0.983
C 2.070959 3.493627 -2.073966 -1.393 2.045 0.014
C 1.877287 2.633617 -0.656288 -0.099 -1.235 -0.699
C 2.632529 1.229052 -1.034678 -0.401 1.276 -0.660
S 2.424258 -0.151680 0.212296 6.481 -4.744 1.928
O 2.896178 0.177810 1.648266 -2.733 0.520 -4.083
O 3.350355 -1.329494 -0.284515 -3.933 4.200 0.753
C 2.616669 3.243596 0.707806 -0.354 2.921 -0.482
C 1.362074 3.497699 1.784734 2.079 -1.464 0.476
N 0.228423 3.753857 0.781198 1.312 -0.853 -0.777
P -1.336113 4.367790 1.375183 -3.394 1.798 -0.632
O -2.515712 3.934824 0.119316 2.195 1.175 1.163
I -2.027180 3.289065 3.494641 0.436 -0.262 -1.253
C 0.281218 2.580768 -0.172462 1.244 -1.872 -1.520
H 1.974053 5.745445 -2.464491 -1.194 -2.371 -1.592
H 0.187422 4.849022 -2.578469 2.057 -0.142 1.775
H 2.809761 3.053516 -2.898807 -0.457 1.591 2.607
H 3.800410 1.459311 -1.115456 -2.518 -0.841 0.584
H 2.256902 0.903746 -2.099708 0.690 0.055 2.377
H 1.107154 -0.712659 0.216174 1.030 1.187 -0.198
H 2.955798 4.360294 0.462835 -0.382 -2.403 0.283
H 3.558941 2.671596 1.113349 -2.336 0.846 -0.745
H 1.277553 2.443557 2.323188 -0.552 2.472 -0.854
H 1.471625 4.425111 2.524968 -0.186 -2.207 -1.726
H 0.616408 4.609030 0.281207 -0.729 -1.055 0.140
H -2.684164 4.754962 -0.451347 0.410 -1.408 1.304
H -0.445885 2.598033 -1.104638 1.379 0.398 2.279
H 0.080499 1.623368 0.472292 0.227 1.860 -1.207
C -1.021584 -2.578008 -1.808166 -0.029 -0.118 0.157
C -1.957729 -1.445978 -2.219274 0.065 -0.304 0.388
C -1.567903 -0.806461 -3.553396 0.894 0.425 0.270
C -0.171005 -0.216156 -3.451114 7.701 3.363 0.251
N 0.987922 0.273473 -3.366257 -9.480 -3.894 -0.831
H 0.001538 -2.220640 -1.654215 0.001 -0.033 -0.146
H -1.354888 -3.023115 -0.865325 -0.037 0.026 -0.199
H -1.001119 -3.366253 -2.569390 0.055 0.112 0.141
H -1.962372 -0.685033 -1.429250 -0.114 -0.006 -0.160
H -2.977941 -1.838166 -2.294775 0.132 0.178 -0.066
H -2.276099 -0.011524 -3.810070 0.301 0.009 -0.082
H -1.586986 -1.550568 -4.357017 0.203 0.171 0.069
C -0.215966 -5.039621 2.615291 0.154 -0.013 0.023
C -1.412047 -5.037387 3.561996 0.393 0.171 0.038
C -2.705442 -5.499013 2.887565 -0.151 0.824 -0.667
C -3.045220 -4.566714 1.736213 -2.159 5.033 -6.499
N -3.327026 -3.793303 0.780980 2.331 -6.057 7.591
H -0.357489 -4.342155 1.783605 -0.048 -0.114 0.053
H 0.689773 -4.730921 3.146803 -0.112 -0.099 -0.088
H -0.044828 -6.040031 2.201645 0.006 0.164 0.031
H -1.543306 -4.025757 3.965203 -0.099 -0.198 -0.007
H -1.195409 -5.696514 4.409914 -0.184 0.063 -0.106
H -3.528605 -5.492954 3.609862 -0.010 0.058 -0.289
H -2.596962 -6.519709 2.505101 -0.078 0.214 -0.109
```
Positions in Å, forces in eV/Å.

Values from the calculation:
- HOMO energy (Ha) = -0.4280
- electronic energy (eV) = -54830.275
- net charge = +1
- HOMO-LUMO gap (eV) = 7.6